1.
{"formula": "C47H77BN9O2PSbScSiTe", "method": "ωB97M-V/def2-TZVPD", "e_lumo_ev": -0.90, "homo_ev": -6.40, "orbital_gap_ha": 0.202, "spin_multiplicity": 1, "e_tot_ev": -119875.56856, "elements": ["Sc", "C", "C", "C", "C", "C", "C", "N", "N", "B", "N", "C", "C", "C", "N", "C", "C", "C", "N", "C", "C", "C", "N", "C", "C", "C", "H", "H", "H", "H", "H", "H", "H", "H", "H", "H", "H", "H", "H", "H", "H", "H", "H", "H", "H", "H", "H", "H", "H", "H", "H", "H", "H", "H", "C", "Si", "C", "C", "O", "H", "H", "H", "H", "H", "H", "H", "H", "H", "C", "Sb", "C", "C", "H", "H", "H", "H", "H", "H", "H", "H", "H", "C", "C", "C", "C", "C", "C", "Te", "C", "C", "C", "H", "H", "H", "H", "H", "H", "H", "H", "H", "H", "H", "C", "C", "O", "C", "C", "C", "C", "C", "C", "H", "H", "H", "H", "H", "H", "H", "H", "C", "N", "C", "N", "C", "N", "C", "P", "C", "C", "H", "H", "H", "H", "H", "H", "H", "H", "H", "H", "H", "H"], "coordinates": [[-0.257, 0.505, 0.694], [4.525, 3.387, 1.655], [3.015, 3.191, 1.600], [2.283, 4.511, 1.879], [2.494, 2.165, 2.556], [3.029, 1.797, 3.799], [2.054, 1.022, 4.378], [1.014, 0.940, 3.532], [1.287, 1.618, 2.386], [-0.434, 0.676, 3.987], [-0.977, -0.694, 3.528], [-1.442, -1.636, 4.364], [-2.083, -2.602, 3.622], [-1.970, -2.169, 2.292], [-1.294, -1.020, 2.247], [-2.546, -2.831, 1.077], [-1.607, -3.888, 0.492], [-3.913, -3.444, 1.379], [-1.339, 1.785, 3.405], [-1.703, 2.921, 4.036], [-2.933, 3.300, 3.564], [-3.283, 2.306, 2.626], [-2.290, 1.428, 2.509], [-4.650, 2.078, 2.045], [-4.715, 0.713, 1.361], [-5.107, 3.225, 1.140], [4.821, 4.155, 0.940], [4.843, 3.707, 2.648], [5.053, 2.469, 1.406], [2.731, 2.855, 0.603], [2.456, 4.834, 2.907], [2.633, 5.302, 1.212], [1.211, 4.378, 1.729], [3.993, 2.042, 4.209], [2.022, 0.543, 5.343], [-0.462, 0.707, 5.183], [-1.301, -1.551, 5.428], [-2.580, -3.485, 3.981], [-2.657, -2.054, 0.319], [-1.343, -4.648, 1.231], [-2.089, -4.380, -0.355], [-0.702, -3.405, 0.117], [-3.814, -4.313, 2.033], [-4.571, -2.723, 1.866], [-4.381, -3.774, 0.450], [-1.082, 3.367, 4.797], [-3.507, 4.166, 3.848], [-5.330, 2.062, 2.905], [-3.835, 0.562, 0.736], [-4.723, -0.078, 2.113], [-5.615, 0.627, 0.753], [-4.423, 3.357, 0.308], [-6.104, 3.012, 0.751], [-5.150, 4.160, 1.700], [-2.042, 4.509, -0.055], [-1.865, 3.026, -1.217], [-1.437, 3.741, -2.937], [-3.526, 2.269, -1.724], [-0.842, 1.976, -0.524], [-2.909, 5.126, -0.297], [-1.155, 5.143, -0.122], [-2.132, 4.176, 0.980], [-2.360, 4.139, -3.362], [-1.096, 2.959, -3.620], [-0.708, 4.554, -2.953], [-4.208, 3.058, -2.052], [-4.022, 1.706, -0.938], [-3.368, 1.604, -2.575], [4.426, -2.555, -1.061], [2.269, -2.331, -1.415], [2.001, -4.385, -0.743], [2.699, -2.888, -3.477], [4.684, -3.610, -1.152], [4.728, -2.195, -0.081], [4.965, -2.000, -1.831], [2.426, -5.031, -1.509], [0.961, -4.660, -0.584], [2.551, -4.527, 0.187], [3.286, -3.806, -3.466], [3.292, -2.104, -3.950], [1.798, -3.045, -4.065], [-5.484, -5.154, -4.238], [-4.500, -4.239, -3.564], [-4.922, -3.221, -2.727], [-4.032, -2.304, -2.167], [-4.628, -1.222, -1.315], [-2.663, -2.404, -2.433], [-1.198, -0.901, -1.821], [-2.224, -3.450, -3.260], [-0.772, -3.623, -3.611], [-3.137, -4.345, -3.804], [-6.478, -5.051, -3.804], [-5.175, -6.197, -4.166], [-5.556, -4.903, -5.299], [-5.979, -3.115, -2.504], [-5.710, -1.188, -1.449], [-4.212, -0.260, -1.592], [-4.437, -1.402, -0.259], [-0.417, -2.750, -4.162], [-0.624, -4.510, -4.226], [-0.165, -3.716, -2.708], [-2.779, -5.142, -4.448], [1.261, -2.784, 2.583], [1.946, -1.592, 1.992], [1.402, -0.970, 1.070], [3.299, -1.275, 2.422], [3.859, -1.853, 3.568], [5.174, -1.603, 3.906], [5.963, -0.799, 3.092], [5.414, -0.210, 1.961], [4.088, -0.426, 1.642], [0.378, -3.017, 1.998], [0.965, -2.592, 3.616], [1.933, -3.643, 2.580], [3.257, -2.488, 4.204], [5.597, -2.048, 4.797], [6.999, -0.617, 3.345], [6.041, 0.406, 1.332], [3.635, 0.022, 0.768], [2.163, 3.063, -4.082], [2.347, 1.618, -4.090], [3.757, 1.328, -3.882], [4.279, 1.901, -2.646], [4.028, 3.338, -2.651], [2.627, 3.679, -2.846], [1.808, 3.297, -1.705], [1.820, 1.454, -1.317], [1.499, 0.953, -3.111], [3.695, 1.258, -1.478], [1.108, 3.289, -4.226], [2.735, 3.489, -4.911], [4.322, 1.750, -4.718], [3.908, 0.246, -3.866], [4.604, 3.781, -3.468], [4.376, 3.763, -1.705], [0.776, 3.566, -1.895], [2.146, 3.873, -0.841], [0.455, 1.168, -3.338], [1.654, -0.123, -3.203], [3.922, 0.190, -1.526], [4.181, 1.674, -0.591]]}

2.
{"formula": "C16H21BF16O4", "method": "ωB97M-V/def2-TZVPD", "e_lumo_ev": 0.22, "smiles": "FC(F)C(F)(F)COC(F)(F)C(F)F.FC(F)C(F)(F)COC(F)(F)C(F)F.BCCCC(=O)OCC", "homo_ev": -10.40, "orbital_gap_ha": 0.390, "spin_multiplicity": 1, "e_tot_ev": -69277.81512, "elements": ["F", "C", "F", "C", "F", "F", "C", "O", "C", "F", "F", "C", "F", "F", "H", "H", "H", "H", "F", "C", "F", "C", "F", "F", "C", "O", "C", "F", "F", "C", "F", "F", "H", "H", "H", "H", "B", "C", "C", "C", "C", "O", "O", "C", "C", "H", "H", "H", "H", "H", "H", "H", "H", "H", "H", "H", "H", "H"], "coordinates": [[-0.140, 0.981, 6.466], [-0.848, 0.318, 5.532], [-0.276, -0.898, 5.361], [-0.847, 1.049, 4.187], [0.401, 1.086, 3.673], [-1.597, 0.265, 3.362], [-1.485, 2.449, 4.112], [-0.640, 3.590, 4.141], [-0.245, 4.204, 5.305], [-0.884, 3.723, 6.390], [-0.580, 5.509, 5.196], [1.277, 4.175, 5.481], [1.738, 2.911, 5.500], [1.589, 4.762, 6.660], [-1.872, 0.173, 5.887], [-1.921, 2.489, 3.114], [-2.319, 2.548, 4.808], [1.757, 4.719, 4.665], [4.535, -3.780, -2.833], [4.215, -4.815, -3.633], [5.353, -5.491, -3.916], [3.589, -4.346, -4.951], [4.490, -3.648, -5.673], [3.323, -5.494, -5.637], [2.256, -3.579, -4.891], [2.271, -2.162, -4.999], [2.409, -1.328, -3.916], [2.341, -1.989, -2.743], [1.361, -0.471, -3.953], [3.669, -0.462, -4.011], [4.774, -1.226, -4.089], [3.751, 0.302, -2.898], [3.534, -5.487, -3.104], [1.733, -3.888, -5.794], [1.639, -3.912, -4.057], [3.615, 0.180, -4.892], [0.547, -1.453, 0.131], [0.160, -0.224, -0.747], [-1.099, 0.444, -0.217], [-1.566, 1.616, -1.065], [-2.910, 2.008, -0.543], [-3.045, 2.586, 0.536], [-3.956, 1.616, -1.309], [-4.999, 0.904, -0.617], [-5.265, -0.410, -1.307], [-0.338, -1.988, 0.730], [1.666, -1.840, 0.247], [0.974, 0.487, -0.820], [-0.053, -0.542, -1.764], [-1.908, -0.279, -0.221], [-1.008, 0.764, 0.808], [-1.600, 1.327, -2.106], [-0.893, 2.456, -0.982], [-4.737, 0.752, 0.417], [-5.887, 1.516, -0.633], [-5.091, -0.311, -2.364], [-6.293, -0.684, -1.128], [-4.664, -1.203, -0.895]]}

3.
{"formula": "C43H65BrN2O23S2", "method": "ωB97M-V/def2-TZVPD", "e_lumo_ev": -0.17, "smiles": "O=C(Br)C[C@H]1C[C@@H](CCCSC(=S)N(c2ccccc2)c2ccccc2)C(=O)N1.COC(=O)OC.COC(=O)OC.COC(=O)OC.COC(=O)OC.COC(=O)OC.COC(=O)OC.COC(=O)OC", "homo_ev": -8.40, "orbital_gap_ha": 0.302, "spin_multiplicity": 1, "e_tot_ev": -187430.58221, "elements": ["O", "C", "Br", "C", "C", "C", "C", "C", "C", "C", "S", "C", "S", "N", "C", "C", "C", "C", "C", "C", "C", "C", "C", "C", "C", "C", "C", "O", "N", "H", "H", "H", "H", "H", "H", "H", "H", "H", "H", "H", "H", "H", "H", "H", "H", "H", "H", "H", "H", "H", "H", "H", "C", "O", "C", "O", "O", "C", "H", "H", "H", "H", "H", "H", "C", "O", "C", "O", "O", "C", "H", "H", "H", "H", "H", "H", "C", "O", "C", "O", "O", "C", "H", "H", "H", "H", "H", "H", "C", "O", "C", "O", "O", "C", "H", "H", "H", "H", "H", "H", "C", "O", "C", "O", "O", "C", "H", "H", "H", "H", "H", "H", "C", "O", "C", "O", "O", "C", "H", "H", "H", "H", "H", "H", "C", "O", "C", "O", "O", "C", "H", "H", "H", "H", "H", "H"], "coordinates": [[-4.990, 4.729, -0.472], [-4.245, 3.926, -0.058], [-2.696, 3.236, -1.085], [-4.311, 3.308, 1.314], [-5.037, 1.955, 1.366], [-5.224, 1.103, 0.054], [-4.658, -0.288, 0.374], [-3.295, -0.610, -0.284], [-2.197, -1.051, 0.688], [-0.878, -1.193, -0.093], [0.282, -2.317, 0.724], [1.004, -1.276, 1.965], [2.596, -1.384, 2.214], [0.085, -0.431, 2.630], [-0.779, -1.057, 3.602], [-0.872, -2.427, 3.798], [-1.769, -2.942, 4.724], [-2.598, -2.119, 5.473], [-2.481, -0.749, 5.293], [-1.591, -0.221, 4.370], [0.668, 0.806, 3.101], [0.392, 1.951, 2.366], [0.878, 3.192, 2.763], [1.676, 3.304, 3.895], [1.953, 2.150, 4.624], [1.445, 0.917, 4.246], [-4.674, -0.243, 1.901], [-4.995, -1.110, 2.641], [-4.245, 1.079, 2.267], [-3.291, 3.221, 1.683], [-4.834, 4.019, 1.946], [-6.009, 2.063, 1.833], [-4.893, 1.517, -0.893], [-6.305, 1.015, -0.064], [-5.370, -1.025, 0.008], [-2.926, 0.272, -0.808], [-3.455, -1.389, -1.024], [-2.459, -2.008, 1.130], [-2.055, -0.303, 1.463], [-0.402, -0.237, -0.295], [-1.124, -1.672, -1.039], [-0.264, -3.121, 3.241], [-1.860, -4.011, 4.851], [-3.291, -2.561, 6.171], [-3.103, -0.090, 5.883], [-1.554, 0.853, 4.273], [-0.215, 1.885, 1.472], [0.627, 4.073, 2.189], [2.053, 4.270, 4.187], [2.582, 2.239, 5.497], [1.667, 0.043, 4.839], [-3.274, 1.199, 1.999], [-4.299, 6.469, -2.792], [-5.040, 7.571, -3.328], [-5.969, 7.224, -4.213], [-6.217, 6.104, -4.578], [-6.582, 8.333, -4.631], [-7.612, 8.106, -5.593], [-3.581, 6.881, -2.087], [-4.943, 5.777, -2.264], [-3.760, 5.949, -3.583], [-8.398, 7.481, -5.174], [-7.205, 7.644, -6.491], [-8.022, 9.080, -5.843], [9.281, -4.510, 1.710], [8.052, -4.898, 2.325], [6.986, -4.225, 1.887], [6.996, -3.359, 1.052], [5.916, -4.678, 2.534], [4.689, -4.040, 2.163], [10.057, -5.128, 2.152], [9.247, -4.687, 0.637], [9.497, -3.462, 1.911], [4.475, -4.200, 1.108], [4.725, -2.976, 2.381], [3.901, -4.495, 2.756], [3.279, -0.678, -2.701], [2.837, 0.677, -2.833], [2.036, 1.086, -1.855], [1.670, 0.426, -0.916], [1.693, 2.355, -2.090], [0.838, 2.895, -1.086], [3.921, -0.888, -3.551], [3.851, -0.809, -1.785], [2.434, -1.364, -2.717], [1.335, 2.896, -0.116], [-0.091, 2.331, -1.031], [0.614, 3.921, -1.367], [6.597, -0.701, -5.677], [6.154, -2.057, -5.573], [7.076, -2.960, -5.903], [8.198, -2.722, -6.267], [6.540, -4.171, -5.761], [7.425, -5.245, -6.083], [5.762, -0.071, -5.384], [7.431, -0.514, -5.005], [6.877, -0.462, -6.701], [8.295, -5.236, -5.430], [7.737, -5.187, -7.125], [6.867, -6.163, -5.926], [-5.968, -0.819, 5.279], [-7.111, -1.284, 6.018], [-8.191, -0.528, 5.880], [-8.281, 0.472, 5.213], [-9.174, -1.063, 6.609], [-10.405, -0.344, 6.550], [-5.158, -1.517, 5.471], [-6.171, -0.803, 4.217], [-5.673, 0.171, 5.624], [-10.786, -0.314, 5.531], [-10.279, 0.667, 6.933], [-11.108, -0.882, 7.180], [9.623, 2.161, -7.614], [9.172, 3.512, -7.736], [8.372, 3.913, -6.750], [8.021, 3.247, -5.811], [8.026, 5.178, -6.983], [7.161, 5.740, -5.994], [10.259, 1.969, -8.474], [10.202, 2.029, -6.702], [8.782, 1.471, -7.628], [7.645, 5.747, -5.019], [6.224, 5.189, -5.945], [6.962, 6.762, -6.304], [-3.534, -4.675, 1.536], [-2.329, -5.223, 2.075], [-1.951, -6.377, 1.529], [-2.526, -6.966, 0.652], [-0.823, -6.764, 2.123], [-0.294, -7.998, 1.632], [-3.716, -3.745, 2.070], [-3.418, -4.465, 0.473], [-4.371, -5.352, 1.697], [-0.051, -7.917, 0.574], [-1.000, -8.810, 1.795], [0.613, -8.191, 2.196]]}

4.
{"formula": "C9H18N4", "method": "ωB97M-V/def2-TZVPD", "e_lumo_ev": [-8.83, -8.83], "homo_ev": [-16.61, -16.61], "orbital_gap_ha": [0.286, 0.286], "spin_multiplicity": 1, "relative_energy_kcal_mol": 52.32, "charge": 2, "e_tot_ev": -15564.65568, "elements": ["C", "C", "C", "C", "C", "C", "C", "C", "C", "N", "N", "N", "N", "H", "H", "H", "H", "H", "H", "H", "H", "H", "H", "H", "H", "H", "H", "H", "H", "H", "H"], "coordinates": [[4.399, 0.852, 0.121], [3.261, 0.516, -0.014], [1.280, -1.592, 1.567], [-3.373, 1.182, 0.784], [0.762, -1.041, 0.476], [5.658, 1.485, 0.395], [-1.110, -1.898, -0.908], [-0.730, -0.915, 0.209], [-1.131, 0.551, -0.109], [-4.675, 1.221, 0.744], [-0.541, 0.999, -1.331], [-2.612, 0.649, -0.134], [1.568, -0.600, -0.592], [2.345, -1.671, 1.702], [0.668, -1.966, 2.369], [-2.878, 1.626, 1.646], [5.587, 2.136, 1.266], [6.388, 0.697, 0.587], [5.959, 2.068, -0.474], [-0.785, -2.896, -0.628], [-2.187, -1.941, -1.049], [-0.641, -1.645, -1.856], [-1.250, -1.210, 1.124], [-0.783, 1.193, 0.708], [-5.211, 1.661, 1.482], [-5.207, 0.817, -0.021], [-0.946, 0.567, -2.154], [-0.565, 2.005, -1.451], [-3.050, 0.224, -0.949], [1.095, 0.093, -1.199], [2.164, -1.288, -1.045]]}